Record 1
{
  "formula": "C6H12O",
  "method": "the ωB97M-V functional and the def2-TZVPD basis",
  "symbols": ["C", "C", "C", "C", "C", "C", "H", "H", "H", "H", "H", "H", "H", "H", "H", "H", "H", "H", "O"],
  "coordinates": [[-1.0652, 0.3870, 2.2754], [-0.0984, 0.4229, 1.0937], [0.6900, 1.5355, 0.7294], [-0.0131, -2.2199, -1.6437], [0.1731, -0.9407, -0.9456], [-0.1687, -0.8208, 0.3868], [-0.7451, -0.4911, 2.9498], [-2.1249, 0.2792, 1.9459], [-0.8380, 1.3955, 2.7458], [-0.4206, 1.4747, 0.2189], [1.2161, 2.2274, 1.4258], [0.5980, -2.2851, -2.6565], [0.5056, -3.0335, -1.1260], [-1.0549, -2.4997, -1.7292], [0.7792, -0.1259, -1.4081], [-0.3090, -1.7240, 0.8747], [1.3497, 1.9154, -1.0308], [0.2973, 2.3711, -2.1382], [1.2289, 2.1319, -1.9681]],
  "homo_energy_ev": -7.6468,
  "homo_lumo_gap_ha": 0.277
}

Record 2
{
  "formula": "C6H12O",
  "method": "the ωB97M-V functional and the def2-TZVPD basis",
  "symbols": ["C", "C", "C", "C", "C", "C", "O", "H", "H", "H", "H", "H", "H", "H", "H", "H", "H", "H", "H"],
  "coordinates": [[1.8055, 2.0884, -0.1380], [1.8302, 0.6960, 0.5506], [1.0326, -0.3302, -0.2423], [-0.4367, -0.0879, -0.4001], [-1.2914, -1.1101, -0.5412], [-2.7585, -1.0619, -0.0710], [-2.7529, -1.9472, 1.0704], [0.7980, 2.4745, -0.2828], [2.1630, 1.8808, -1.1582], [2.4362, 2.8267, 0.3471], [2.8611, 0.3381, 0.5499], [1.5096, 0.7909, 1.5888], [1.1535, -1.3209, 0.2262], [1.5226, -0.5349, -1.2127], [-0.7662, 0.9533, -0.4213], [-0.8577, -2.0753, -0.7994], [-3.5368, -1.3973, -0.7410], [-2.8327, -0.0480, 0.3121], [-1.8794, -2.1351, 1.3629]],
  "homo_energy_ev": -9.3040,
  "smiles": "CCC/C=C/CO",
  "homo_lumo_gap_ha": 0.382
}

Record 3
{
  "formula": "C6H12O",
  "method": "the ωB97M-V functional and the def2-TZVPD basis",
  "symbols": ["C", "C", "C", "C", "C", "C", "O", "H", "H", "H", "H", "H", "H", "H", "H", "H", "H", "H", "H"],
  "coordinates": [[0.8320, -0.5361, 2.0862], [1.1914, -0.8759, 0.6370], [0.1633, -0.4030, -0.3554], [0.1580, 1.0005, -0.7287], [-0.9487, 1.6704, -1.3656], [-0.5940, -1.3444, -1.1198], [-1.3581, -1.0656, -2.0475], [1.6169, -0.8591, 2.7778], [0.6939, 0.5435, 2.2135], [-0.1053, -1.0229, 2.3727], [2.1728, -0.4383, 0.4041], [1.3188, -1.9609, 0.5402], [-1.7269, 0.2942, 0.5659], [0.7728, 0.9862, -1.6787], [0.7106, 1.6430, -0.0372], [-0.9279, 2.7551, -1.4525], [-2.0062, 0.9379, 0.2281], [-1.6242, 1.1152, -2.0028], [-0.4588, -2.4059, -0.8203]],
  "homo_energy_ev": [-8.3116, -7.9305],
  "homo_lumo_gap_ha": [0.317, 0.260]
}

So what do the calculations give for energy relative to the best compared isomer or geometry (same formula, charge and spin)? Going down the list: 588.3; 169.3; 460.5 kJ/mol.